P.
Below is the molecule C2H2FNO, with properties calculated with ωB97M-V/def2-TZVPD.

```
7
Properties=species:S:1:pos:R:3:mulliken_charge:R:1
C -1.172 -0.250 0.296 0.19
C 0.254 0.082 0.288 0.33
N -2.282 -0.513 0.249 -0.29
O 0.966 -0.666 -0.660 -0.45
F 0.244 1.439 0.066 -0.25
H 0.850 0.035 1.179 0.16
H 1.139 -0.127 -1.419 0.31
```

Its HOMO-LUMO gap is 12.9 eV. The HOMO energy comes out at -0.44941 hartree. The SMILES is N#C[C@@H](O)F.

Q.
Below is the molecule C2H2FNO, with properties calculated with ωB97M-V/def2-TZVPD.

```
7
Properties=species:S:1:pos:R:3:mulliken_charge:R:1
C 1.177 0.295 -0.513 -0.08
C -0.027 -0.124 0.322 0.04
N 0.557 1.247 -0.010 -0.38
O -1.155 -0.553 -0.451 -0.15
F -2.352 -0.153 0.217 -0.17
H 1.948 -0.186 -0.857 0.37
H -0.147 -0.526 1.291 0.39
```

Its HOMO-LUMO gap is 10.8 eV. The HOMO energy comes out at -0.38003 hartree. The SMILES is FO[C@H]1C=N1.

Verdict on stability: P comes out on top.